DFT (ωB97M-V with the def2-TZVPD basis set) results for a molecular structure, C12H35N3O4 in a non-equilibrium geometry.

Computed properties:
- ΔE to the lowest compared entry with this formula, charge and spin: 313.9 kcal/mol
- E_HOMO: -7.7 eV
- Kohn-Sham gap: 8.20 eV
- E: -25657.48690 eV

```
54
Properties=species:S:1:pos:R:3:forces:R:3:mulliken_charge:R:1
C 3.1716 -12.0651 -15.4105 1.391 1.553 1.955 -1.895
C 1.6856 -11.9302 -15.0636 2.061 -0.355 -0.619 0.634
C 1.5004 -11.0642 -13.7830 0.666 -0.652 -0.419 -1.155
O 2.3948 -11.4331 -12.6754 -0.937 3.251 -0.846 -0.365
C 2.3229 -10.6023 -11.5111 0.076 0.286 -0.999 -0.851
N 1.0657 -11.3868 -16.2948 3.794 5.576 0.882 -0.678
H 3.6271 -12.7202 -14.6678 0.370 0.266 -0.431 0.383
H 3.6654 -11.1013 -15.2867 -0.029 0.357 -0.154 0.397
H 3.3451 -12.4974 -16.3959 0.517 2.597 1.334 0.606
H 1.1921 -12.9018 -15.0418 1.753 1.910 1.465 -1.446
H 0.4670 -11.1098 -13.4393 -0.164 0.266 0.061 0.246
H 1.7899 -10.0966 -14.1929 -0.168 0.583 0.684 0.528
H 1.3877 -10.7226 -10.9642 -0.104 -0.136 0.022 0.313
H 2.4189 -9.5627 -11.8242 -0.035 0.202 0.148 0.311
H 3.1780 -10.8405 -10.8785 -0.118 -0.179 -0.044 0.288
H 0.1971 -11.8994 -16.3487 0.360 2.186 -0.978 0.443
H 0.8386 -10.4838 -15.9034 -0.323 1.081 -1.146 0.605
C 2.2524 -13.8291 -16.9271 1.496 -2.598 0.013 -0.974
C 1.6169 -14.9860 -16.1480 2.496 0.071 -1.513 -0.224
C 1.6965 -14.8406 -14.6150 0.054 0.917 0.907 -1.319
O 2.9069 -14.3973 -13.9579 -0.476 -1.679 -2.854 -0.459
C 2.7248 -13.8906 -12.6738 0.142 -2.213 1.822 -1.044
N 0.2817 -14.9858 -16.6907 0.300 -1.767 -0.501 -0.354
H 2.4413 -14.0195 -17.9836 -0.902 -0.239 -0.281 0.366
H 3.2779 -13.7650 -16.5635 -0.547 -1.214 -0.403 0.369
H 1.7474 -12.8867 -16.7146 0.455 -0.960 -1.645 1.376
H 2.0824 -15.9330 -16.4212 0.563 -0.047 0.139 0.491
H 1.3560 -15.8003 -14.2264 0.382 -0.155 0.626 0.747
H 1.0126 -14.0292 -14.3661 -0.650 -1.273 0.725 1.724
H 3.6884 -14.0498 -12.1900 0.136 -0.066 0.207 0.358
H 2.0136 -14.5322 -12.1536 -0.191 -0.311 0.380 0.442
H 2.4630 -12.8488 -12.4889 -0.071 -1.363 -0.938 0.494
H 0.3579 -15.2172 -17.6708 -0.074 0.020 -0.131 0.250
H -0.2615 -15.6751 -16.1908 2.242 0.187 -2.269 -0.085
C -4.5762 -11.4329 -15.0097 0.390 -1.922 0.094 -1.400
C -3.1115 -12.0156 -14.8925 -0.071 0.663 -1.209 0.415
C -2.8849 -13.5552 -15.2173 -0.847 1.068 0.191 -0.926
O -1.6071 -13.9834 -14.6746 -4.716 -4.149 3.615 -0.408
C -1.2840 -15.3786 -14.7664 -1.665 -0.385 1.359 -1.164
N -2.3342 -11.2541 -15.8774 0.058 0.417 0.221 -0.925
H -4.8099 -10.5908 -14.3583 0.360 -0.169 0.153 0.352
H -5.2330 -12.2729 -14.7838 -0.553 0.214 0.296 0.332
H -4.8052 -11.1373 -16.0335 0.369 -0.046 -0.002 0.349
H -2.6936 -11.7829 -13.9131 -0.297 -0.575 0.499 0.342
H -2.8376 -13.7244 -16.2931 -0.040 0.259 -0.162 0.318
H -3.7410 -14.1136 -14.8386 0.336 -0.396 0.427 0.392
H -2.0391 -15.9137 -14.1905 0.185 -0.222 0.100 0.416
H -0.2681 -15.5584 -14.4149 -0.924 0.367 0.762 0.299
H -1.1945 -15.7754 -15.7777 -3.600 -0.042 1.329 0.483
H -1.4661 -11.7587 -15.9862 -0.369 0.357 -0.610 0.343
H -2.0231 -10.4204 -15.3995 -0.192 0.620 -0.160 0.260
O -0.3522 -12.8053 -15.8158 -2.057 -1.607 -1.484 -1.359
H 0.3033 -13.4476 -16.0879 -1.117 -0.540 -0.974 0.115
H -0.8594 -13.2523 -15.1382 0.287 -0.016 0.355 1.246
```
Forces are in eV/Å.